# 1
{"formula": "C39H51CsN4O2P2S", "method": "the ωB97M-V functional and the def2-TZVPD basis", "fmax_ha_per_bohr": 0.0202, "e_tot_ev": -81283.1140, "relative_energy_ev": 1.590, "gap_ev": [3.9, 5.8], "species": ["Cs", "C", "C", "C", "C", "C", "H", "H", "H", "H", "H", "C", "C", "C", "P", "C", "C", "C", "C", "C", "C", "C", "C", "C", "N", "C", "C", "C", "C", "C", "C", "P", "C", "C", "C", "C", "C", "C", "H", "H", "H", "H", "H", "H", "H", "H", "H", "H", "H", "H", "H", "H", "H", "H", "H", "H", "H", "H", "H", "H", "H", "H", "H", "H", "H", "H", "H", "H", "H", "H", "H", "H", "H", "H", "O", "N", "O", "H", "H", "S", "C", "C", "C", "N", "C", "C", "C", "C", "C", "N", "C", "C", "H", "H", "H", "H", "H", "H", "H", "H"], "xyz": [[-0.963654, 0.092433, -0.043580], [-4.056933, -0.559728, 0.829090], [-4.059607, -1.142404, -0.454114], [-4.071217, -0.100370, -1.405875], [-4.076594, 1.126550, -0.708445], [-4.067767, 0.842476, 0.672472], [-4.079724, -1.084651, 1.776955], [-4.089161, -2.198964, -0.689050], [-4.120024, -0.235205, -2.477621], [-4.131993, 2.115723, -1.148249], [-4.098881, 1.567845, 1.473991], [-0.110350, -5.437775, 0.723598], [-0.263655, -3.921092, 0.806469], [-1.659743, -3.518071, 1.294834], [0.142115, -2.916507, -0.721707], [0.156298, -4.148918, -2.105835], [0.910161, -3.596169, -3.311736], [-1.296295, -4.444954, -2.483009], [1.935224, -2.569129, -0.464878], [2.782921, -3.336637, 0.330813], [4.103037, -2.972788, 0.551732], [4.604448, -1.814500, -0.036965], [3.799988, -1.053656, -0.860036], [2.461912, -1.420303, -1.098243], [1.613545, -0.644991, -1.869466], [2.026665, -0.162131, -3.070882], [3.079573, -0.771941, -3.803899], [3.368955, -0.378310, -5.088255], [2.632499, 0.640982, -5.689611], [1.616745, 1.266489, -4.975855], [1.298130, 0.908288, -3.673146], [0.003719, 1.736604, -2.659135], [0.602884, 3.494233, -2.516682], [1.512318, 3.558341, -1.284926], [1.295677, 4.164716, -3.699231], [-1.505270, 1.764387, -3.735705], [-1.713870, 0.356260, -4.293522], [-1.666289, 2.824781, -4.819751], [-0.304102, -5.880432, 1.703859], [0.887789, -5.749918, 0.412271], [-0.821941, -5.881137, 0.026628], [0.447458, -3.544818, 1.546466], [-2.433831, -3.816917, 0.585575], [-1.734811, -2.435800, 1.415599], [-1.885326, -3.986746, 2.256268], [0.650371, -5.063169, -1.767075], [0.489519, -2.639324, -3.632419], [0.835118, -4.291972, -4.150568], [1.968886, -3.443328, -3.096784], [-1.776567, -3.543658, -2.871649], [-1.892848, -4.787507, -1.637690], [-1.341417, -5.213484, -3.257995], [2.402491, -4.232899, 0.802787], [4.737237, -3.583660, 1.180348], [5.626342, -1.508771, 0.146026], [4.181356, -0.148668, -1.316491], [3.620922, -1.596106, -3.360458], [4.156974, -0.877702, -5.636992], [2.848956, 0.945599, -6.704657], [1.065221, 2.065309, -5.450064], [-0.320309, 4.041946, -2.289755], [2.406783, 2.945379, -1.434541], [1.009798, 3.193989, -0.389030], [1.845415, 4.582070, -1.098480], [2.233147, 3.659008, -3.938937], [1.540057, 5.197725, -3.438547], [0.683865, 4.187187, -4.599154], [-2.292817, 1.927848, -2.989170], [-1.000877, 0.142314, -5.095692], [-2.721572, 0.257716, -4.698296], [-1.595814, -0.410672, -3.524060], [-0.958965, 2.695321, -5.641321], [-1.555355, 3.835057, -4.426693], [-2.668801, 2.749911, -5.248273], [2.037470, 3.249211, 3.421475], [1.668591, 3.050288, 2.353373], [1.061855, -1.149721, 2.373812], [1.250849, -1.662300, 3.165746], [1.913125, -1.074036, 1.924057], [-2.429266, 3.233659, 6.876882], [-2.092527, 2.500491, 5.285353], [-1.749807, 3.294474, 4.201394], [-1.478157, 2.675341, 2.990207], [-1.525791, 1.358529, 2.812279], [-1.872915, 0.607454, 3.853351], [-2.171501, 1.127679, 5.102987], [-0.827275, 2.953500, 7.612634], [0.225361, 3.826144, 7.379993], [1.452694, 3.555962, 7.966744], [1.681968, 2.506622, 8.754196], [0.658495, 1.685986, 8.981152], [-0.606628, 1.862678, 8.439429], [-1.694697, 4.370157, 4.299004], [-1.205929, 3.268066, 2.123205], [-1.922790, -0.461249, 3.675695], [-2.458676, 0.477359, 5.918125], [0.091722, 4.696959, 6.752593], [2.292650, 4.219805, 7.796993], [0.857644, 0.839803, 9.628754], [-1.404601, 1.166537, 8.658991]], "atomic_forces_ev_per_a": [[-0.65, 0.14, 0.80], [0.01, 0.16, 0.05], [0.10, 0.09, -0.13], [0.11, -0.08, 0.14], [0.06, 0.01, 0.03], [-0.06, -0.15, -0.09], [-0.01, -0.04, -0.03], [0.00, -0.02, 0.06], [0.00, 0.04, -0.05], [-0.01, -0.02, -0.01], [0.00, 0.03, 0.00], [-0.02, -0.01, 0.02], [0.03, 0.02, 0.05], [0.07, -0.05, -0.06], [0.23, -0.46, 0.02], [0.01, 0.01, -0.03], [0.01, 0.01, -0.02], [-0.01, 0.00, -0.05], [-0.14, 0.01, -0.12], [0.02, 0.03, 0.05], [-0.02, 0.06, -0.05], [0.01, -0.04, 0.05], [-0.06, 0.06, -0.09], [0.02, -0.13, 0.03], [0.18, 0.11, -0.06], [0.03, -0.06, 0.05], [-0.04, 0.01, 0.05], [0.00, 0.05, -0.09], [0.01, -0.07, 0.10], [-0.01, 0.06, -0.01], [0.03, -0.03, -0.02], [0.21, 0.29, -0.47], [0.06, 0.03, 0.00], [0.02, 0.00, 0.00], [0.02, 0.01, 0.00], [-0.05, -0.01, -0.08], [0.04, -0.06, -0.09], [-0.01, -0.01, -0.03], [0.00, 0.00, 0.00], [0.01, 0.02, 0.00], [-0.03, 0.01, -0.03], [-0.01, 0.02, -0.01], [-0.03, 0.03, 0.00], [-0.10, -0.09, 0.03], [0.02, -0.02, 0.00], [-0.01, -0.02, -0.03], [-0.01, -0.01, 0.00], [0.00, 0.00, 0.00], [-0.01, -0.01, 0.00], [0.01, 0.00, 0.01], [0.00, -0.02, 0.05], [0.01, 0.00, 0.00], [0.00, -0.01, 0.00], [0.00, -0.01, 0.01], [0.01, 0.00, 0.00], [0.00, 0.00, 0.01], [-0.02, -0.01, 0.00], [0.00, 0.00, -0.01], [0.00, 0.00, -0.01], [0.00, -0.01, -0.02], [0.00, 0.00, 0.01], [-0.01, 0.00, -0.01], [-0.01, 0.00, 0.00], [-0.01, 0.01, -0.01], [-0.01, 0.01, 0.02], [0.00, 0.01, -0.01], [-0.02, -0.01, 0.00], [0.01, 0.00, -0.01], [-0.04, 0.02, 0.04], [-0.03, 0.00, -0.01], [-0.01, 0.00, 0.05], [0.01, -0.02, 0.02], [0.00, 0.02, 0.01], [0.00, 0.00, 0.00], [-0.23, -0.13, -0.66], [0.24, 0.09, 0.67], [0.06, 0.08, -0.07], [-0.01, 0.02, 0.04], [-0.04, -0.05, -0.01], [-0.03, 0.01, 0.03], [0.02, 0.01, -0.08], [-0.02, 0.04, 0.02], [-0.05, -0.08, 0.02], [0.15, 0.11, 0.08], [-0.01, 0.00, -0.05], [0.00, -0.02, 0.03], [0.04, -0.01, 0.03], [0.00, 0.00, -0.03], [0.01, -0.03, 0.02], [-0.09, 0.00, -0.03], [0.07, 0.04, -0.01], [-0.04, 0.00, 0.02], [0.00, 0.00, 0.00], [-0.02, 0.02, 0.00], [-0.01, -0.01, 0.00], [0.00, 0.00, 0.00], [0.01, 0.00, 0.00], [0.01, 0.00, 0.00], [0.01, -0.01, 0.01], [0.00, -0.01, 0.00]]}


# 2
{"formula": "C42H35Cl2CsN4O7", "method": "the ωB97M-V functional and the def2-TZVPD basis", "charge": -2, "fmax_ha_per_bohr": 0.0168, "e_tot_ev": -90010.9631, "relative_energy_ev": 0.120, "gap_ev": 4.9, "species": ["Cs", "O", "C", "C", "C", "C", "C", "C", "C", "N", "N", "C", "O", "C", "C", "C", "C", "C", "C", "H", "H", "H", "H", "H", "H", "H", "H", "H", "H", "O", "H", "H", "C", "O", "C", "C", "C", "C", "C", "C", "N", "C", "C", "C", "C", "C", "C", "C", "O", "H", "H", "H", "H", "H", "H", "H", "H", "H", "H", "H", "H", "H", "Cl", "C", "C", "C", "C", "C", "Cl", "C", "N", "C", "C", "C", "C", "C", "C", "C", "C", "O", "O", "H", "H", "H", "H", "H", "H", "H", "H", "H", "H"], "xyz": [[-0.200906, 0.380903, 0.304872], [0.060339, -0.540349, 2.737251], [0.984885, -0.803821, 3.562889], [1.053376, -0.178343, 4.849604], [2.017721, -0.499343, 5.775588], [2.994963, -1.465246, 5.502333], [2.970914, -2.074587, 4.258487], [2.024171, -1.764692, 3.279487], [2.159589, -2.447021, 1.996762], [1.589862, -2.144822, 0.892654], [1.974794, -2.988075, -0.150424], [1.657943, -2.507210, -1.329673], [1.064921, -1.432555, -1.641219], [2.106754, -3.418236, -2.458584], [2.094533, -2.924301, -3.758106], [2.475439, -3.710347, -4.837941], [2.878125, -5.021486, -4.627230], [2.911164, -5.522715, -3.329167], [2.536984, -4.729929, -2.254859], [0.295044, 0.563870, 5.071704], [2.013129, 0.007724, 6.737213], [3.750063, -1.723098, 6.235617], [3.725171, -2.819867, 4.014357], [2.869459, -3.286205, 1.987027], [1.812842, -1.885105, -3.857016], [2.466842, -3.301976, -5.843264], [3.171820, -5.646049, -5.463103], [3.234809, -6.543312, -3.156270], [2.563820, -5.100573, -1.239195], [-3.708292, 2.399816, -0.919008], [-3.260407, 2.344290, -0.051735], [-3.155332, 1.843590, -1.490723], [-1.553716, -3.324712, -1.529956], [-2.011575, -3.535395, -2.885777], [-2.903792, -2.579228, -3.295675], [-4.262626, -2.737398, -3.086927], [-5.151666, -1.776030, -3.545625], [-4.676796, -0.665020, -4.226988], [-3.318053, -0.501870, -4.440994], [-2.424308, -1.448739, -3.960812], [-1.040620, -1.398013, -4.199583], [-0.217078, -0.394942, -4.489251], [-0.275324, 0.969249, -4.255010], [0.717778, 1.783569, -4.894531], [0.828981, 3.104509, -4.628722], [-0.035541, 3.695739, -3.650605], [-0.954334, 2.971574, -2.973563], [-1.113343, 1.547104, -3.213009], [-1.878169, 0.846477, -2.532380], [-2.399719, -3.386278, -0.841994], [-1.054371, -2.359016, -1.438173], [-0.840470, -4.116964, -1.319201], [-4.601587, -3.617006, -2.554477], [-6.212386, -1.890016, -3.362673], [-5.363809, 0.094503, -4.575778], [-2.945259, 0.362067, -4.972133], [-0.607032, -2.314708, -4.163909], [0.688795, -0.744636, -4.973671], [1.386599, 1.309446, -5.605992], [1.582026, 3.707070, -5.119171], [0.074552, 4.751125, -3.427051], [-1.582613, 3.405774, -2.205208], [-2.786682, -0.750743, 3.822827], [-4.380067, -0.197049, 4.137494], [-5.404718, -1.107966, 4.347634], [-6.708005, -0.661337, 4.495038], [-6.990049, 0.692794, 4.430984], [-5.950609, 1.591209, 4.245572], [-6.332152, 3.287261, 4.195189], [-4.621292, 1.185557, 4.109961], [-3.598891, 2.120457, 3.908581], [-2.563265, 2.290300, 4.814947], [-2.606555, 1.743332, 6.098701], [-1.572039, 1.951796, 6.998305], [-0.479167, 2.722544, 6.639810], [-0.451363, 3.290137, 5.370708], [-1.470663, 3.101262, 4.449980], [-1.439760, 3.833662, 3.132158], [-1.320148, 2.963033, 1.861777], [-0.252476, 3.012854, 1.234952], [-2.344505, 2.283399, 1.549496], [-5.168281, -2.163146, 4.363042], [-7.509852, -1.373117, 4.646215], [-8.001108, 1.062837, 4.528061], [-3.337385, 2.287999, 2.921848], [-3.453025, 1.131372, 6.386920], [-1.621103, 1.491593, 7.978388], [0.346256, 2.870054, 7.324592], [0.395280, 3.898791, 5.073684], [-0.595592, 4.521205, 3.128383], [-2.364166, 4.416643, 3.041968]], "atomic_forces_ev_per_a": [[-0.11, -0.29, -0.81], [0.00, -0.11, 0.80], [0.02, -0.22, -0.08], [-0.03, -0.02, 0.04], [-0.02, 0.02, 0.00], [0.01, -0.02, -0.01], [0.00, 0.01, 0.02], [0.00, 0.03, -0.01], [0.03, -0.03, 0.00], [0.02, -0.08, 0.08], [0.03, 0.02, -0.04], [0.06, 0.01, 0.10], [0.17, -0.21, -0.40], [0.00, -0.03, -0.01], [0.05, 0.05, 0.09], [0.00, -0.01, -0.01], [0.00, 0.00, 0.00], [0.00, -0.01, 0.00], [-0.08, -0.01, -0.02], [-0.01, -0.01, -0.01], [0.00, 0.00, 0.00], [0.00, 0.00, 0.00], [0.00, 0.00, 0.00], [0.00, 0.01, -0.01], [0.02, -0.02, -0.06], [0.00, 0.01, 0.01], [0.00, 0.00, 0.00], [-0.01, 0.00, 0.00], [0.01, 0.00, 0.00], [0.03, 0.01, 0.00], [-0.01, 0.07, -0.02], [-0.04, -0.07, 0.04], [-0.01, 0.00, 0.00], [-0.02, 0.02, 0.01], [0.03, 0.02, 0.01], [0.00, 0.02, -0.01], [-0.01, -0.02, 0.00], [0.01, 0.02, 0.00], [0.03, -0.01, 0.03], [-0.01, 0.06, 0.04], [0.01, -0.10, 0.01], [0.05, 0.02, 0.01], [-0.02, -0.03, 0.01], [0.00, 0.03, 0.00], [0.02, -0.01, -0.01], [-0.02, 0.01, 0.01], [0.01, 0.02, -0.02], [-0.08, -0.09, -0.03], [-0.12, 0.06, 0.00], [-0.01, -0.01, 0.00], [0.03, -0.02, -0.02], [0.03, 0.02, 0.01], [-0.01, 0.00, 0.00], [0.00, 0.00, 0.00], [0.00, 0.00, 0.00], [0.03, 0.04, 0.02], [0.04, 0.02, 0.02], [-0.02, 0.01, -0.01], [-0.01, 0.00, 0.00], [0.00, 0.00, 0.00], [0.00, 0.00, 0.00], [0.00, 0.00, 0.00], [0.15, -0.05, 0.01], [-0.05, 0.02, -0.10], [0.01, -0.02, -0.02], [0.01, 0.01, 0.01], [0.01, -0.01, 0.01], [0.01, 0.02, 0.09], [0.00, -0.01, 0.00], [-0.02, -0.02, 0.04], [-0.22, 0.21, 0.15], [-0.06, 0.00, 0.09], [0.01, -0.03, 0.00], [0.00, 0.01, 0.00], [-0.02, 0.00, -0.01], [0.02, -0.02, 0.00], [0.01, 0.03, 0.01], [0.00, 0.01, 0.00], [0.11, 0.29, 0.10], [-0.06, 0.50, 0.11], [-0.14, 0.05, -0.07], [-0.01, 0.00, 0.00], [0.00, 0.00, 0.00], [0.00, 0.00, 0.00], [0.17, -0.16, -0.16], [0.00, 0.00, 0.00], [0.00, 0.00, 0.00], [0.00, 0.00, 0.00], [0.00, 0.00, 0.00], [-0.01, 0.01, 0.03], [-0.01, -0.01, -0.04]]}


# 3
{"formula": "C5H15N2", "method": "the ωB97M-V functional and the def2-TZVPD basis", "charge": 1, "fmax_ha_per_bohr": 0.1336, "e_tot_ev": -8400.2281, "relative_energy_ev": 2.448, "smiles": "CC(C)[C@@H](N)C[NH3+]", "gap_ev": 9.6, "species": ["C", "C", "C", "C", "C", "N", "N", "H", "H", "H", "H", "H", "H", "H", "H", "H", "H", "H", "H", "H", "H", "H"], "xyz": [[1.011400, 0.116459, 2.136144], [1.923632, 0.469151, -0.154183], [-0.985585, -1.111084, -0.798456], [0.991497, -0.274900, 0.794583], [-0.734791, -0.105236, 0.212703], [-1.046840, 1.203799, -0.157455], [-1.855137, -0.413232, -2.011799], [0.802843, -0.740907, 2.860438], [0.438051, 1.046327, 2.512545], [2.035182, 0.590570, 2.351426], [1.717697, 0.340818, -1.217598], [2.078513, 1.490305, 0.024222], [2.917446, -0.033627, 0.020533], [-1.506665, -1.922579, -0.390551], [-0.123425, -1.556340, -1.264368], [1.108545, -1.428257, 0.673667], [-1.305961, -0.492133, 1.103943], [-1.221585, 1.916648, 0.621099], [-0.372633, 1.596298, -0.841549], [-2.001613, 0.530165, -1.456728], [-2.653703, -0.901939, -2.223156], [-1.216868, -0.320307, -2.795460]], "atomic_forces_ev_per_a": [[1.44, 2.33, 5.82], [1.10, -2.58, 0.07], [-0.51, 0.02, -3.59], [-3.79, -2.29, -5.25], [3.27, -0.93, 4.45], [-0.73, 2.94, -0.12], [3.58, 1.14, 3.45], [0.35, 1.36, -0.81], [0.01, -1.48, -1.11], [-0.90, -1.30, 0.12], [-0.19, -0.17, -0.06], [-0.14, 1.54, 0.56], [-0.71, 0.68, -0.37], [-1.23, -1.08, 0.21], [0.51, 0.24, -0.46], [0.18, 1.97, 0.21], [0.43, 1.28, -0.58], [0.43, -1.66, -1.54], [-0.30, -0.12, 0.93], [-0.04, -0.71, -0.99], [-2.38, -1.35, -0.75], [-0.37, 0.15, -0.20]]}


Q: Number 1 is which compound?
A: C39H51CsN4O2P2S